Below is a 3-piece molecular cluster, C26H52BIN4O6 overall in a non-equilibrium geometry, with properties calculated with wB97M-V/def2-TZVPD.

Geometry (Å):
1 H -7.1806 2.7085 0.2022
2 N -8.0420 2.4854 -0.3075
3 C -7.8633 1.4394 -0.9677
4 C -6.5948 0.5979 -0.9942
5 C -5.2707 1.3319 -1.3984
6 C -5.6742 2.4944 -2.3518
7 C -4.6313 0.3568 -2.4214
8 O -5.0302 -0.0042 -3.4433
9 O -3.4486 0.0278 -1.8948
10 C -2.8539 1.0573 -1.0500
11 C -1.9038 0.1569 -0.2165
12 C -2.4667 -1.2368 0.0885
13 N -2.2159 1.9136 -2.0645
14 C -1.6094 1.1705 -3.1862
15 C -1.1824 2.8001 -1.5868
16 C -1.3256 4.2732 -1.9699
17 O -0.2172 2.4641 -1.0055
18 C -4.1712 1.6063 -0.3491
19 C -4.0886 3.1958 -0.2280
20 C -3.3136 3.6739 1.0028
21 O -2.1945 3.5273 1.1958
22 I -4.4426 4.7704 2.5229
23 B -4.4577 1.2773 1.1743
24 O -3.5749 0.7989 2.1282
25 O -5.7175 1.6109 1.6197
26 H -8.7155 1.0731 -1.5357
27 H -6.5756 0.0764 -0.0376
28 H -6.7882 -0.1737 -1.7358
29 H -4.7748 2.8461 -2.8643
30 H -6.3341 2.1295 -3.1263
31 H -6.1096 3.3496 -1.8508
32 H -1.5926 0.6677 0.6861
33 H -0.9820 -0.0005 -0.7652
34 H -3.5400 -1.2307 0.2817
35 H -2.0093 -1.5608 1.0238
36 H -2.2542 -1.9515 -0.6933
37 H -0.8252 1.8018 -3.6013
38 H -1.1334 0.2314 -2.9082
39 H -2.3040 0.9740 -3.9969
40 H -2.0009 4.7597 -1.2740
41 H -1.6918 4.3153 -2.9939
42 H -0.3652 4.7522 -1.8506
43 H -5.0914 3.5746 -0.0762
44 H -3.7085 3.6605 -1.1308
45 H -3.5778 -0.1681 2.1399
46 H -5.9784 0.9835 2.3072
47 C 0.8868 2.4449 2.2827
48 C 1.6680 1.3904 3.0495
49 N 1.6438 0.0921 2.4003
50 C 2.1290 -0.9856 3.2470
51 C 3.5972 -0.9416 3.6787
52 C 2.1012 0.0673 1.0191
53 C 3.5188 0.5746 0.7270
54 H -0.1352 2.1174 2.0908
55 H 0.8395 3.3634 2.8706
56 H 1.3534 2.6938 1.3287
57 H 1.2108 1.2881 4.0378
58 H 2.6927 1.7570 3.2178
59 H 1.9353 -1.9431 2.7546
60 H 1.5123 -1.0044 4.1519
61 H 4.2676 -1.2008 2.8606
62 H 3.7697 -1.6735 4.4718
63 H 3.8890 0.0329 4.0716
64 H 1.4041 0.6581 0.4173
65 H 2.0036 -0.9491 0.6275
66 H 3.7354 1.5160 1.2338
67 H 3.6288 0.7509 -0.3458
68 H 4.2815 -0.1523 1.0081
69 C 3.5994 -3.5042 0.8513
70 C 4.6386 -4.4155 0.2182
71 N 5.0684 -3.9602 -1.0896
72 C 5.8296 -4.9553 -1.8265
73 C 7.1825 -5.3940 -1.2566
74 C 5.5782 -2.6003 -1.1475
75 C 6.7646 -2.2364 -0.2469
76 H 2.7469 -3.3563 0.1857
77 H 3.2284 -3.9519 1.7752
78 H 4.0137 -2.5287 1.1074
79 H 4.1893 -5.4063 0.1071
80 H 5.4806 -4.5329 0.9180
81 H 5.9751 -4.5987 -2.8501
82 H 5.1993 -5.8454 -1.9240
83 H 7.9479 -4.6303 -1.3897
84 H 7.5305 -6.2851 -1.7842
85 H 7.1237 -5.6473 -0.1975
86 H 4.7548 -1.9202 -0.9089
87 H 5.8322 -2.3649 -2.1841
88 H 6.6379 -2.6000 0.7742
89 H 6.8623 -1.1495 -0.1940
90 H 7.7065 -2.6207 -0.6356

Results
- energy above the lowest of the compared OMol25 structures with the same formula, charge and spin (kcal per mole) = 14.75
- lowest unoccupied orbital energy (eV) = 0.08
- HOMO (eV) = -8.0
- structure (SMILES) = [H]/N=C\C[C@]1(C)C(=O)O[C@@](CC)(N(C)C(C)=O)[C@]1(CC(=O)I)B(O)O.CCN(CC)CC.CCN(CC)CC
- frontier orbital gap (eV) = 8.06